21
Properties=species:S:1:pos:R:3:forces:R:3 method="wB97M-V/def2-TZVPD" largest_force_ev_per_a=3.60 orbital_gap_ev=9.43 e_lumo_ev=-3.788 charge=+1 e_above_lowest_kj_mol=32.33 homo_ev=-13.2
C -0.96084 -2.51567 -0.48726 0.273 -0.597 -0.659
C -1.83611 -3.68870 -0.72186 -1.640 0.270 1.116
C 1.43473 4.06134 -0.04437 -0.967 1.711 -0.126
C 1.22207 3.21276 1.22405 -3.510 0.501 0.626
N -1.08545 -1.95605 0.67480 1.215 0.970 -0.451
N 0.00366 -2.14605 -1.28656 -1.560 -0.924 0.487
O -0.48370 0.84555 0.85543 1.433 1.420 0.467
P 0.81219 1.56521 0.58647 -1.570 -2.126 -0.712
S 1.98961 0.69015 -0.66754 0.063 0.816 0.661
H -1.85519 -4.20188 -1.66483 0.693 -0.281 -0.188
H -2.90429 -3.48037 -0.49710 0.456 0.747 -0.553
H -1.68867 -4.26875 0.18449 0.641 -1.147 -0.458
H 1.58653 5.15770 0.25136 0.280 -1.638 -0.370
H 2.31877 3.60030 -0.53486 -0.746 0.871 -0.235
H 0.47216 4.14256 -0.71352 1.958 -0.667 1.128
H 0.50917 3.60113 2.07633 0.533 -0.792 -2.216
H 2.03529 3.03847 1.83056 2.694 -0.195 0.791
H -1.64858 -2.55028 1.21031 -0.779 0.267 2.121
H -0.38568 -1.24381 0.96623 -1.295 -0.483 0.311
H 0.02647 -2.56639 -2.16453 0.432 -0.343 -1.686
H 0.43785 -1.29725 -1.07759 1.399 1.621 -0.055